{
  "formula": "C4H8O2P",
  "method": "ωB97M-V/def2-TZVPD",
  "lumo_ev": 4.0,
  "total_charge": -1,
  "spin_multiplicity": 1,
  "orbital_gap_ev": 7.7,
  "energy_ev": -17661.905,
  "homo_energy_ev": -3.68,
  "symbols": ["C", "H", "H", "P", "O", "C", "H", "C", "H", "O", "C", "H", "H", "H", "H"],
  "coordinates": [[-0.646440, 2.514337, 0.314155], [1.025724, 1.304013, -0.230697], [-0.023688, 3.186051, -0.242906], [1.227644, -1.595755, 0.152210], [1.564313, -2.591530, 1.178543], [-0.356301, 0.167062, 0.949722], [-1.679768, 2.469440, 0.048419], [-0.152669, -2.108926, -1.105252], [-1.311476, 0.042588, 1.463204], [2.263547, -0.870752, -0.530834], [0.054660, 1.212755, 0.276868], [-0.791744, 2.911419, 1.409934], [-0.624525, -1.182591, -1.367802], [0.143041, -2.751082, -1.919295], [-0.692318, -2.707029, -0.396270]],
  "atomic_forces_ev_per_a": [[-0.3, 1.1, 2.7], [-0.3, -0.8, 0.1], [-0.4, 1.0, -0.4], [-4.1, 0.3, 0.3], [-0.5, -0.9, 0.7], [2.4, -3.4, -1.2], [-0.7, 0.0, -1.1], [1.7, -0.2, 2.0], [0.1, 0.3, 0.0], [2.2, 2.1, -1.6], [0.0, 0.7, 0.6], [0.8, -0.5, -1.7], [-0.3, 0.2, -0.3], [0.4, 0.0, -0.4], [-1.1, -0.2, 0.1]]
}